C34H34Cl3N3PTi as an isolated structure at a distorted geometry. Source: the OMol25 dataset; level of theory: the ωB97M-V functional and the def2-TZVPD basis.

Structure (XYZ):
```
76
Properties=species:S:1:pos:R:3:forces:R:3
Ti -0.080 0.281 -0.671 -1.402 1.205 0.640
C -2.922 -2.872 -3.348 0.019 0.021 0.052
C -2.492 -2.381 -1.985 -0.057 -0.059 -0.128
C -1.937 -3.256 -1.045 0.014 -0.095 -0.196
C -1.587 -2.813 0.210 0.197 0.057 0.254
C -1.773 -1.474 0.571 -0.385 -0.150 0.072
C -2.357 -0.592 -0.337 -0.609 -0.688 -0.042
C -2.704 -1.062 -1.608 0.024 -0.033 0.014
H -2.378 -3.776 -3.636 -0.037 0.106 0.040
H -2.762 -2.110 -4.116 -0.003 -0.070 0.090
H -3.989 -3.117 -3.352 0.117 0.030 0.024
H -1.792 -4.301 -1.307 -0.025 0.104 0.013
H -1.180 -3.513 0.934 -0.043 0.069 -0.053
H -1.627 -1.181 1.598 0.084 0.135 0.121
H -2.721 0.366 -0.008 0.067 0.349 -0.017
H -3.209 -0.393 -2.285 0.007 0.124 -0.113
N 1.711 -1.824 0.939 -0.069 0.316 0.120
P 1.195 -0.282 1.516 0.481 -0.438 0.133
C 2.742 0.540 2.020 0.077 0.058 0.082
C 3.124 1.756 1.460 0.117 -0.012 0.155
C 4.299 2.380 1.867 -0.044 -0.032 -0.006
C 5.101 1.791 2.833 0.029 -0.014 0.020
C 4.724 0.580 3.407 -0.042 -0.028 0.000
C 3.548 -0.036 3.009 0.067 -0.005 -0.033
C 0.519 -0.688 3.150 -0.213 -0.018 0.046
C 0.086 -1.971 3.471 -0.045 -0.116 0.075
C -0.521 -2.220 4.699 0.041 -0.003 -0.040
C -0.707 -1.185 5.605 -0.021 0.010 -0.020
C -0.277 0.100 5.289 0.028 -0.033 -0.044
C 0.333 0.349 4.069 0.016 -0.093 0.033
C 1.602 -2.202 -0.377 -0.129 -0.111 -0.150
C 2.300 -3.324 -0.841 0.099 -0.040 0.312
C 2.162 -3.706 -2.148 0.094 -0.235 -0.211
C 1.352 -2.957 -2.997 -0.014 0.029 -0.194
C 0.711 -1.862 -2.480 -0.016 -0.171 0.139
N 0.799 -1.489 -1.185 0.886 -1.394 -0.370
H 2.383 -2.355 1.466 0.122 -0.098 0.162
H 2.501 2.228 0.719 -0.082 0.064 -0.083
H 4.583 3.332 1.433 -0.023 -0.043 0.022
H 6.015 2.279 3.150 -0.071 -0.035 -0.022
H 5.339 0.128 4.178 -0.060 0.039 -0.096
H 3.247 -0.964 3.486 0.003 0.066 -0.010
H 0.223 -2.783 2.763 -0.032 0.085 0.080
H -0.847 -3.225 4.946 0.025 0.096 -0.031
H -1.188 -1.378 6.556 0.054 0.013 -0.056
H -0.414 0.907 5.999 0.004 -0.044 -0.055
H 0.681 1.349 3.836 -0.008 0.015 -0.007
H 2.941 -3.875 -0.160 -0.098 0.068 -0.069
H 2.687 -4.582 -2.514 -0.047 0.086 0.020
H 1.222 -3.218 -4.038 0.021 0.010 0.012
H 0.082 -1.248 -3.105 -0.147 0.123 -0.059
Cl -5.821 4.888 -2.224 0.032 -0.010 -0.010
C -4.350 3.966 -2.318 -0.001 0.008 -0.004
C -4.311 2.790 -3.045 0.066 -0.181 -0.092
C -3.131 2.052 -3.089 -0.094 -0.050 0.016
C -1.975 2.426 -2.393 0.152 -0.177 -0.110
C -0.721 1.596 -2.361 -0.801 0.357 -0.144
C -2.035 3.671 -1.755 -0.018 0.131 0.157
C -3.200 4.430 -1.703 0.170 0.061 0.075
H -5.190 2.464 -3.592 0.130 0.030 0.073
H -3.096 1.180 -3.732 -0.044 -0.083 0.053
H 0.111 2.280 -2.502 0.239 0.092 -0.093
H -0.727 0.915 -3.226 0.058 -0.015 -0.059
H -1.132 4.078 -1.312 -0.058 -0.030 0.043
H -3.210 5.395 -1.205 0.015 -0.115 -0.042
Cl -0.562 2.332 0.885 -0.251 0.280 0.465
C -2.127 2.775 1.679 0.010 -0.024 -0.003
Cl -2.851 1.499 2.641 0.184 -0.135 -0.108
H -2.804 3.065 0.891 -0.086 0.034 -0.217
H -1.889 3.598 2.335 0.070 0.158 0.027
C 3.760 1.098 -2.916 -0.319 -0.058 0.180
C 2.616 1.021 -2.000 1.306 0.334 -0.568
N 1.751 0.988 -1.253 0.349 0.163 -0.325
H 3.507 1.718 -3.772 -0.053 0.035 -0.030
H 4.018 0.099 -3.263 -0.015 -0.045 0.003
H 4.619 1.528 -2.407 -0.009 0.021 0.092
```
Forces are in eV/Å.

Properties
Net charge: +1
Spin multiplicity: 3
Max |F|, eV/Å: 2.0
LUMO level (spin up / spin down), eV: -2.271 / -2.560
⟨S²⟩: 2.0123
Relative energy (zero: lowest compared OMol25 entry of this formula, charge and spin), kcal/mol: 6.3
HOMO-LUMO gap (spin up / spin down), eV: 6.828 / 6.981
Total energy, hartree: -4051.506280



A 6-piece molecular cluster, C10H33NO9 overall at a distorted geometry. Source: the OMol25 dataset; level of theory: the ωB97M-V functional and the def2-TZVPD basis.

Structure (XYZ):
```
53
Properties=species:S:1:pos:R:3:forces:R:3
C 1.289 -0.496 0.636 -1.145 0.417 0.050
O 1.135 -0.620 -0.760 -0.830 -0.034 0.427
C 2.379 -0.651 -1.359 1.266 -1.428 -0.078
C 2.379 -1.492 -2.639 -0.991 2.142 0.126
N 1.671 -0.793 -3.727 0.431 -1.645 -0.494
C 1.722 -1.715 -4.855 0.674 0.211 -1.615
C 3.142 -2.090 -5.420 -1.087 -0.732 -0.261
O 3.715 -0.981 -6.053 0.584 0.817 0.355
C 5.067 -1.171 -6.431 -0.243 0.070 -0.793
H 2.080 0.221 0.857 0.300 -0.207 0.289
H 1.392 -1.468 1.120 0.635 -0.095 -0.009
H 0.370 -0.087 1.054 -0.130 0.115 -0.130
H 3.073 -1.205 -0.727 0.221 -0.201 0.481
H 2.805 0.352 -1.358 0.068 0.303 -0.852
H 1.764 -2.374 -2.458 0.277 -0.175 0.279
H 3.390 -1.779 -2.927 0.137 -0.015 0.270
H 2.180 0.002 -4.086 0.275 0.437 0.506
H 1.221 -1.231 -5.693 0.010 0.129 -0.178
H 1.162 -2.645 -4.750 0.021 -0.027 0.730
H 2.982 -2.876 -6.158 -0.314 -0.157 -0.483
H 3.827 -2.610 -4.751 0.152 0.486 0.637
H 5.756 -1.293 -5.595 -0.134 -0.238 0.199
H 5.422 -0.333 -7.030 -0.346 0.413 0.322
H 5.133 -1.991 -7.146 0.134 -0.566 0.253
O -4.047 -2.014 3.015 -0.421 -0.852 0.346
C -3.114 -1.485 3.930 0.020 0.463 1.753
C -3.272 -2.131 5.387 0.205 0.612 -1.024
O -3.130 -3.533 5.351 -0.167 0.272 -0.509
H -3.918 -1.608 2.155 0.109 0.031 -0.009
H -2.101 -1.569 3.537 0.113 -0.111 0.261
H -3.359 -0.432 4.066 0.298 0.329 0.093
H -4.237 -1.854 5.812 -0.426 0.028 -0.272
H -2.556 -1.758 6.120 0.386 0.305 -0.462
H -3.542 -3.687 4.497 -0.128 -1.040 -0.208
O -1.686 4.248 1.071 1.320 -0.474 -0.447
C -1.981 3.522 -0.140 -1.118 -0.399 0.596
C -2.206 1.984 0.108 0.362 1.719 -0.111
O -3.434 1.827 0.744 -1.530 -0.708 0.020
H -2.078 3.741 1.786 -0.115 0.195 0.161
H -2.942 3.981 -0.368 -0.316 -0.627 -0.936
H -1.312 3.736 -0.974 0.507 0.088 0.482
H -1.440 1.570 0.764 0.517 0.008 -0.287
H -2.269 1.433 -0.831 0.235 0.084 -0.004
H -3.397 2.077 1.670 0.458 -0.271 -0.134
O -0.884 0.900 3.480 -0.220 -0.388 -0.310
H -1.615 1.476 3.706 -0.193 0.087 0.013
H -0.106 1.446 3.587 0.336 0.187 0.378
O 1.362 2.719 4.322 -0.323 -0.117 0.092
H 2.105 2.122 4.228 0.312 -0.160 0.061
H 1.154 2.985 3.427 0.091 0.414 -0.360
O -3.388 3.135 3.026 0.055 0.005 0.592
H -4.306 3.288 2.803 -0.419 0.243 -0.181
H -3.358 3.208 3.980 0.087 0.062 0.376
```
Forces are in eV/Å.

Properties
Net charge: 0
Spin multiplicity: 1
Max |F|, eV/Å: 2.4
LUMO level, eV: -0.113
Relative energy (zero: lowest compared OMol25 entry of this formula, charge and spin), kcal/mol: 18.5
HOMO-LUMO gap, eV: 8.917
Total energy, hartree: -1132.580300



C59H47FGeN7O8Pb as an isolated structure. Source: the OMol25 dataset; level of theory: the ωB97M-V functional and the def2-TZVPD basis.

Structure (XYZ):
```
124
Properties=species:S:1:pos:R:3:forces:R:3
Pb -0.115 -0.713 0.600 -0.435 -0.294 -0.125
O 3.577 -6.479 0.330 -0.022 0.002 -0.003
C 2.672 -5.457 0.324 0.029 -0.027 0.002
C 2.113 -4.983 -0.856 -0.001 0.004 -0.026
C 1.241 -3.914 -0.770 0.044 0.018 0.005
N 0.905 -3.332 0.379 -0.041 0.067 0.020
C 1.409 -3.824 1.514 -0.002 -0.033 -0.059
C 2.302 -4.888 1.527 -0.010 -0.004 -0.014
C 0.998 -3.173 2.858 0.045 -0.051 0.101
O 1.396 -3.773 3.865 -0.034 0.056 -0.031
O 0.315 -2.124 2.774 0.092 0.005 -0.126
C 0.634 -3.412 -2.062 0.027 0.022 0.021
O 0.193 -4.194 -2.874 0.033 0.010 -0.023
O 0.627 -2.112 -2.302 -0.028 0.004 0.209
H 3.748 -6.740 -0.581 -0.008 -0.013 0.007
H 2.337 -5.419 -1.823 -0.003 -0.001 0.013
H 2.684 -5.240 2.474 0.000 0.031 0.004
N 3.372 4.845 9.046 0.010 0.006 -0.004
C 3.039 4.339 8.069 -0.037 -0.050 -0.051
C 2.618 3.711 6.843 0.021 0.039 0.019
C 2.287 2.357 6.825 0.004 -0.014 0.030
C 1.885 1.763 5.643 -0.035 -0.001 0.014
C 1.797 2.511 4.471 -0.009 0.000 0.010
C 2.130 3.862 4.497 0.021 -0.007 0.000
C 2.541 4.464 5.673 0.013 0.026 0.009
C 1.343 1.854 3.210 -0.034 0.073 -0.027
C 2.261 0.955 2.651 0.094 -0.113 -0.055
C 3.587 0.755 3.144 -0.051 0.082 -0.023
C 4.180 -0.177 2.331 -0.001 -0.071 -0.095
C 3.198 -0.524 1.374 0.001 -0.058 0.020
N 2.065 0.141 1.539 0.002 0.053 0.251
C 0.076 2.229 2.766 0.079 -0.011 0.057
C -0.776 3.214 3.364 -0.050 0.007 -0.014
C -1.894 3.287 2.571 0.016 0.020 0.031
C -1.693 2.335 1.531 -0.027 -0.156 0.038
N -0.540 1.708 1.643 0.117 0.314 -0.053
H 2.349 1.778 7.737 -0.003 -0.002 -0.007
H 1.628 0.711 5.614 0.007 0.007 -0.004
H 2.063 4.439 3.583 -0.010 -0.004 0.003
H 2.801 5.514 5.695 0.004 -0.006 -0.003
H 4.033 1.263 3.985 0.000 -0.018 0.008
H 5.176 -0.585 2.400 -0.006 0.017 0.006
H 3.304 -1.259 0.587 -0.010 0.001 0.003
H -0.577 3.772 4.265 -0.003 0.004 -0.004
H -2.760 3.917 2.707 0.001 -0.013 0.006
H -2.393 2.080 0.743 0.049 -0.002 -0.018
F 1.190 5.919 -3.076 -0.027 0.055 0.044
C 0.104 5.151 -3.339 0.103 -0.062 -0.042
C -0.102 4.009 -2.617 0.036 0.020 -0.001
C -1.223 3.220 -2.838 -0.097 -0.065 0.009
C -1.385 1.971 -2.037 -0.220 0.115 -0.110
O -0.487 1.646 -1.287 0.403 -0.342 0.213
C -2.660 1.301 -2.218 -0.085 -0.247 -0.095
C -3.527 1.806 -3.115 0.011 -0.015 0.049
N -3.333 2.926 -3.901 -0.182 -0.023 0.015
C -4.386 3.352 -4.778 0.069 -0.054 -0.051
C -5.774 3.422 -4.226 -0.096 -0.034 0.021
C -5.041 4.689 -4.550 -0.045 0.053 -0.025
C -2.167 3.632 -3.781 0.173 0.003 -0.094
C -1.892 4.751 -4.585 -0.257 0.189 0.272
C -0.766 5.540 -4.358 0.085 -0.065 -0.061
N -0.490 6.696 -5.140 -0.068 0.064 -0.088
C 0.828 6.779 -5.758 -0.077 0.048 0.027
C 0.937 5.855 -7.000 0.046 -0.047 0.119
N -0.383 5.174 -7.185 -0.033 0.231 -0.016
C -1.476 6.178 -7.364 -0.040 0.037 -0.032
C -1.508 7.078 -6.096 0.117 0.069 -0.007
C -3.172 0.032 -1.459 0.272 -0.180 0.286
O -4.403 0.040 -1.289 0.002 -0.077 -0.109
O -2.321 -0.827 -1.132 -0.175 0.643 -0.296
H 0.592 3.709 -1.848 0.162 -0.091 0.111
H -4.485 1.319 -3.231 -0.011 0.014 0.029
H -4.285 3.020 -5.807 0.017 0.011 -0.013
H -5.900 3.170 -3.182 0.032 0.011 -0.001
H -6.587 3.108 -4.865 0.026 0.013 -0.023
H -4.685 5.288 -3.723 0.021 -0.061 0.027
H -5.350 5.253 -5.422 0.000 -0.004 0.001
H -2.667 5.083 -5.261 0.106 -0.102 -0.111
H 1.592 6.519 -5.035 0.003 0.005 0.001
H 0.990 7.814 -6.059 0.013 0.008 -0.003
H 1.692 5.084 -6.867 -0.007 -0.039 -0.012
H 1.150 6.408 -7.913 -0.011 -0.043 -0.047
H -0.598 4.635 -6.326 -0.004 -0.236 0.007
H -0.348 4.509 -7.955 -0.011 -0.007 -0.014
H -2.409 5.644 -7.526 0.025 -0.065 0.023
H -1.241 6.754 -8.258 0.003 -0.048 -0.048
H -2.487 7.042 -5.627 -0.012 0.036 -0.001
H -1.321 8.111 -6.391 0.007 0.012 0.007
C 1.308 -1.132 -1.415 -0.062 0.099 0.272
Ge 2.141 0.027 -2.704 0.416 -0.179 -0.397
C 3.443 -1.188 -3.604 -0.015 0.040 0.073
C 3.166 -1.876 -4.783 -0.019 0.041 -0.028
C 4.003 -2.888 -5.244 0.005 0.034 0.000
C 5.142 -3.227 -4.530 0.009 0.028 0.009
C 5.439 -2.551 -3.352 0.002 -0.008 -0.025
C 4.594 -1.549 -2.897 -0.002 0.031 -0.029
C 1.025 0.637 -4.205 -0.140 0.030 0.041
C 1.341 1.803 -4.901 0.035 0.013 -0.049
C 0.677 2.131 -6.079 -0.072 -0.009 0.154
C -0.335 1.316 -6.566 0.023 -0.052 -0.050
C -0.691 0.174 -5.860 0.047 0.025 0.003
C -0.011 -0.167 -4.695 -0.083 0.102 0.032
C 3.244 1.492 -2.025 -0.077 -0.026 0.142
C 2.974 2.068 -0.782 -0.129 0.031 -0.070
C 3.826 3.021 -0.238 -0.032 0.021 0.007
C 4.962 3.411 -0.932 0.016 0.015 -0.041
C 5.245 2.849 -2.171 -0.014 -0.008 -0.039
C 4.393 1.893 -2.711 -0.050 0.065 0.031
H 2.171 -1.642 -0.974 0.014 -0.049 -0.061
H 2.276 -1.630 -5.353 -0.011 -0.029 0.008
H 3.758 -3.418 -6.157 -0.006 0.005 -0.002
H 5.795 -4.014 -4.887 -0.006 -0.006 0.013
H 6.323 -2.813 -2.783 0.002 0.007 0.003
H 4.834 -1.039 -1.968 -0.008 -0.018 0.003
H 2.139 2.446 -4.537 -0.029 -0.024 -0.004
H 0.986 3.010 -6.633 0.129 0.040 -0.106
H -0.810 1.528 -7.519 -0.075 0.074 0.015
H -1.475 -0.472 -6.234 -0.017 -0.002 0.026
H -0.282 -1.068 -4.158 -0.013 0.009 -0.013
H 2.103 1.745 -0.222 0.018 0.104 -0.029
H 3.609 3.442 0.736 -0.011 -0.032 0.008
H 5.634 4.146 -0.505 0.006 -0.008 0.005
H 6.141 3.140 -2.707 -0.013 0.008 -0.005
H 4.633 1.439 -3.667 0.036 -0.021 0.019
```
Forces are in eV/Å.

Properties
Net charge: -1
Spin multiplicity: 1
Max |F|, eV/Å: 0.7
LUMO level, eV: 0.098
Relative energy (zero: lowest compared OMol25 entry of this formula, charge and spin), kcal/mol: 45.8
HOMO-LUMO gap, eV: 4.020
Total energy, hartree: -5631.351209



Question: What is the max |F| in the second record?
Answer: 2.4 eV/Å